1.
ORCA calculation (ωB97M-V/def2-TZVPD) on 2 unconnected molecules or ions with the total composition C8H11NO2S at a distorted geometry.

## Properties
- Calculated total energy: -914.76986 Eh
- Kohn-Sham gap: 9.29 eV
- LUMO: 0.5 eV
- HOMO energy: -0.325 Eh
- 2S+1: 1

Each line ends with the Mulliken charge.
Positions of all 23 atoms, in Å:
C 1.89287 1.64781 -1.73713  -0.25
C 1.55261 0.36824 -2.17176  -0.78
C 1.10687 2.34784 -0.89482  -0.61
C 0.49992 -0.28293 -1.49466  -0.20
C -0.07650 1.80304 -0.40157  -0.43
C -0.35517 0.42530 -0.60438  0.30
C -2.58123 0.42031 0.69416  -1.66
C -1.51644 -0.35792 -0.04825  1.33
N 1.71411 -2.10561 1.88431  -0.61
O -2.02512 -2.43879 1.64288  -0.59
O -1.83326 -1.53061 -0.71298  -0.46
S -1.05157 -2.00278 0.67805  0.49
H 2.73133 2.15309 -2.13941  0.40
H 2.35578 -0.20893 -2.61225  0.31
H 1.39375 3.26168 -0.47039  0.41
H 0.38394 -1.39417 -1.35717  0.18
H -0.61079 2.37484 0.38920  0.24
H -3.33869 -0.24636 0.94010  0.47
H -2.77958 1.22445 0.04763  0.50
H -2.14548 0.78268 1.71629  0.28
H 1.40588 -1.12900 2.25892  0.24
H 0.88981 -2.62137 1.92618  0.22
H 2.38697 -2.49083 2.46707  0.22

---

2.
ORCA calculation (ωB97M-V/def2-TZVPD) on a molecular structure, C6H12N2 at a distorted geometry.

## Properties
- Calculated total energy: -345.03987 Eh
- Kohn-Sham gap: 8.96 eV
- LUMO: 0.9 eV
- HOMO energy: -0.298 Eh
- 2S+1: 1

Each line ends with the Mulliken charge.
Positions of all 20 atoms, in Å:
C -1.32927 -0.07838 -1.73110  -0.79
C 0.27602 -0.04697 -1.32650  -0.78
C 2.60939 0.82576 -0.47717  -0.29
C -0.40898 0.26275 1.08388  -0.23
C -0.40496 -0.43927 2.54374  -0.70
C -1.19801 -1.00645 1.25722  -0.26
H -1.30352 0.37349 -2.79588  0.35
H -1.83746 0.84100 -0.88799  0.21
H -1.87364 -1.20667 -1.91632  0.24
H 0.61038 0.93608 -1.86051  0.50
H 1.11121 -0.66029 -1.79454  0.27
H 2.61064 0.03893 -1.52373  0.08
H 3.50667 1.16722 -0.15320  0.36
H -1.03120 1.19761 1.40582  0.21
H -0.98558 0.12526 3.20570  0.27
H 0.62314 -0.85127 3.10114  0.21
H -2.31593 -0.73583 1.01108  0.23
H -0.77678 -1.83753 0.40049  0.18
N 0.47144 0.27518 0.09584  0.85
N 1.64646 0.81938 0.36204  -0.88

---

3.
ORCA calculation (ωB97M-V/def2-TZVPD) on a molecular structure, C37H30BClF9N5O3PbSe.

## Properties
- Calculated total energy: -5905.79376 Eh
- Kohn-Sham gap: 7.44 eV
- LUMO: -0.1 eV
- HOMO energy: -0.279 Eh
- 2S+1: 1

Each line ends with the Mulliken charge.
Positions of all 88 atoms, in Å:
Pb -0.42468 -0.28547 -0.47597  1.28
C 0.13098 4.28009 1.54081  -0.89
O 0.07382 3.52989 0.34093  -0.30
C -1.04778 3.63513 -0.40874  0.70
C -2.08160 4.53567 -0.18039  -0.48
C -3.16859 4.57118 -1.04752  -0.83
C -3.23551 3.72705 -2.14309  -0.87
C -2.20743 2.81857 -2.36608  -0.35
C -1.13296 2.76749 -1.50096  -0.37
N -0.10998 1.77189 -1.65868  1.79
N 0.71012 2.04312 -2.56671  -0.93
C 1.81361 1.27522 -2.82048  -0.31
C 2.38931 0.36077 -1.90644  1.26
O 1.85519 -0.01952 -0.79647  -0.77
C 3.69874 -0.14593 -2.22955  -0.35
C 4.32814 0.16091 -3.38312  -1.22
C 3.74426 1.04025 -4.34501  0.91
C 4.40053 1.34326 -5.55231  -0.92
C 3.83526 2.20248 -6.45739  -0.57
C 2.58959 2.78097 -6.16902  -0.67
C 1.92975 2.49350 -5.00028  -0.74
C 2.49377 1.61410 -4.05438  0.44
H 0.13331 5.35387 1.33549  0.37
H -0.69893 4.02975 2.20217  0.29
H 1.06712 4.00598 2.01930  0.22
H -2.04819 5.20858 0.66435  0.42
H -3.97015 5.27316 -0.85543  0.41
H -4.08405 3.76175 -2.81256  0.42
H -2.23837 2.12372 -3.19656  0.53
H 4.14866 -0.82133 -1.51398  0.00
H 5.30209 -0.26457 -3.60007  0.41
H 5.36112 0.88318 -5.75362  0.39
H 4.33971 2.43218 -7.38653  0.39
H 2.13788 3.45913 -6.88197  0.40
H 0.96703 2.93737 -4.79311  0.50
C -4.40472 -2.28899 -0.95565  -0.96
C -3.50674 -2.48794 0.17418  0.61
N -2.81568 -2.66000 1.07545  -0.49
H -3.80696 -2.20047 -1.86111  0.19
H -4.99580 -1.38742 -0.81456  0.23
H -5.06634 -3.14986 -1.03855  0.40
Cl 2.18856 -4.22647 4.11072  -0.21
C 1.19017 -3.22078 5.12970  0.77
C 1.45082 -3.19090 6.48675  -0.64
C 0.67416 -2.38470 7.30693  -0.38
C -0.34829 -1.62160 6.76552  -0.83
C -0.59775 -1.66721 5.40248  -0.34
C 0.16396 -2.47077 4.55991  -0.61
C -0.11969 -2.50283 3.09589  -0.22
H 2.25264 -3.79175 6.89254  0.43
H 0.87409 -2.35600 8.36958  0.38
H -0.95358 -0.99065 7.40196  0.41
H -1.39522 -1.07168 4.97429  0.50
H -1.09736 -2.09786 2.84859  0.38
H -0.04813 -3.50570 2.68823  0.38
C 0.13194 -3.98882 0.11559  -1.21
N 1.50948 -3.50195 0.14250  0.79
C 2.49846 -3.95571 -0.69709  -0.60
C 3.63191 -3.29796 -0.37557  -0.63
N 3.32602 -2.45427 0.66901  0.57
C 4.23708 -1.48928 1.26688  -1.07
C 2.02614 -2.58060 0.96173  -0.68
Se 1.17368 -1.37092 2.12804  0.56
H -0.07937 -4.33672 -0.88974  0.34
H -0.55950 -3.18194 0.33973  0.32
H 0.01127 -4.79687 0.83560  0.35
H 2.29178 -4.67560 -1.46724  0.55
H 4.61687 -3.33927 -0.80305  0.56
H 5.25500 -1.81330 1.06751  0.36
H 4.06982 -1.45681 2.34110  0.39
H 4.06363 -0.50331 0.83738  0.35
F -1.57579 -2.82433 -2.20827  -0.35
B -0.58591 -2.26688 -3.05805  0.29
F -0.77511 -0.84781 -3.05460  -0.28
F -0.66892 -2.77678 -4.32719  -0.26
F 0.67588 -2.52568 -2.46597  -0.20
F -6.36178 2.87304 1.92788  -0.35
C -5.12465 2.37758 1.78841  0.72
C -4.78516 1.61796 0.68634  0.10
F -5.69545 1.35768 -0.26001  -0.40
C -3.50437 1.12190 0.56173  -0.10
F -3.21134 0.38229 -0.53861  -0.37
C -2.48049 1.34619 1.49117  0.36
O -1.26478 0.90211 1.35387  -0.12
C -2.88125 2.10079 2.60896  -0.19
F -1.98177 2.35159 3.57867  -0.47
C -4.15647 2.60942 2.75144  0.45
F -4.46675 3.33452 3.83237  -0.35

---

4.
ORCA calculation (ωB97M-V/def2-TZVPD) on a molecular structure, C15H29HfN2O3P at a distorted geometry.

## Properties
- Calculated total energy: -1311.73617 Eh
- Kohn-Sham gap (spin up / spin down): 5.75 / 5.74 eV
- LUMO (spin up / spin down): -17.3 / -17.3 eV
- HOMO energy (spin up / spin down): -0.849 / -0.849 Eh
- 2S+1: 1
- Net charge: +4

Each line ends with the Mulliken charge.
Positions of all 51 atoms, in Å:
Hf -0.74782 0.10931 0.75047  0.40
C 0.01066 -1.90358 0.64078  0.58
O 0.39253 -3.01217 0.55413  -0.09
C -1.36702 -0.75820 -1.19330  0.33
O -1.66065 -1.19519 -2.23511  -0.11
C -1.60058 1.50569 -0.70083  0.40
O -2.08021 2.21070 -1.50600  -0.08
C 2.29031 -1.26156 -1.47074  0.51
P 1.27232 0.14563 -0.82921  0.70
H 2.83737 1.52388 0.31543  0.66
H 2.42328 -1.91594 -0.59488  0.55
C 1.63928 1.50212 -2.03139  0.15
H 2.72505 1.41556 -2.20276  0.62
C 3.66919 -0.81703 -1.97829  -1.76
H 4.20273 -0.18350 -1.25945  0.45
H 3.59088 -0.28417 -2.93594  0.42
H 4.27965 -1.71532 -2.15167  0.45
C 1.55358 -2.07762 -2.54312  -1.34
H 1.48061 -1.53037 -3.49257  0.30
C 1.18086 1.48219 1.70859  -1.13
H 0.54839 -2.37641 -2.22950  0.34
H 2.14100 -2.99231 -2.72307  0.46
C 2.92913 -0.34591 1.42160  -1.29
H 0.36269 0.83755 2.19818  0.45
H 1.76445 1.70132 2.60555  0.55
H 0.79050 2.44574 1.36211  0.30
C 2.13689 0.77453 0.71397  -0.30
H 3.26592 0.02594 2.39759  0.48
H 3.82113 -0.62787 0.85149  0.38
H 2.32512 -1.24973 1.59855  0.29
C 1.34102 2.88472 -1.44891  -1.11
H 0.28162 2.98050 -1.17269  0.15
H 1.56001 3.63114 -2.22686  0.48
H 1.96646 3.11333 -0.57900  0.34
C 0.90623 1.28699 -3.35950  -1.20
H -0.18306 1.22741 -3.21883  0.27
H 1.24307 0.38744 -3.88707  0.18
H 1.11363 2.15102 -4.00935  0.48
H 1.47886 1.28866 4.61285  0.06
H 0.77699 1.16319 4.84115  0.04
C -5.89612 -0.59679 1.29221  -0.75
N -4.84952 -0.98540 2.26125  0.00
C -5.24429 -1.70552 3.50736  -0.71
C -3.62055 -0.72886 2.01855  0.83
N -2.52820 -0.38350 1.71821  -0.75
H -6.86113 -0.87221 1.71287  0.30
H -5.74705 -1.11980 0.33685  0.36
H -5.86196 0.48762 1.12180  0.36
H -4.81740 -2.71809 3.52244  0.37
H -4.90582 -1.14767 4.39098  0.37
H -6.32999 -1.77745 3.52507  0.29

---

5.
ORCA calculation (ωB97M-V/def2-TZVPD) on 3 unconnected molecules or ions with the total composition CH8O2S2 at a distorted geometry.

## Properties
- Calculated total energy: -989.69795 Eh
- Kohn-Sham gap (spin up / spin down): 2.13 / 6.43 eV
- LUMO (spin up / spin down): 2.6 / 2.6 eV
- <S²>: 0.75
- HOMO energy (spin up / spin down): 0.018 / -0.140 Eh
- 2S+1: 2
- Net charge: -1

Each line ends with the Mulliken charge.
Positions of all 13 atoms, in Å:
C -0.09641 1.73089 2.54809  -0.70
S -0.67848 3.12859 1.55446  -0.55
S -2.67426 2.77604 1.13668  -0.51
H -0.86580 1.17260 3.05394  0.29
H 0.56607 2.10693 3.29547  0.21
H 0.46620 1.03187 1.95518  0.21
H -2.86222 3.10962 -0.19907  0.06
H -1.11337 -4.88221 -3.34968  0.31
H -1.57776 -3.45195 -3.13169  0.33
O -1.73997 -4.35575 -2.84660  -0.65
H 3.48928 -0.59458 -0.57621  0.34
H 3.48653 -0.59032 -2.09542  0.33
O 3.60020 -1.18172 -1.34515  -0.68

---

6.
ORCA calculation (ωB97M-V/def2-TZVPD) on C7H11NO2 in the gas phase at a distorted geometry.

## Properties
- Calculated total energy: -478.28844 Eh
- Kohn-Sham gap (spin up / spin down): 6.65 / 8.12 eV
- LUMO (spin up / spin down): 0.5 / -1.0 eV
- <S²>: 2.06
- HOMO energy (spin up / spin down): -0.227 / -0.334 Eh
- 2S+1: 3

Each line ends with the Mulliken charge.
Positions of all 21 atoms, in Å:
C -0.83538 -0.81345 -0.24661  0.23
C 1.38018 0.40506 -0.95530  -0.50
C -0.47417 1.44520 0.12057  0.58
C -1.82023 -1.88307 -0.56350  -0.98
C 3.08957 -0.00566 0.84154  -1.12
C -2.80741 0.65030 0.22104  -0.96
C 2.78439 0.08634 -0.65259  -0.02
N -1.38089 0.35646 0.04441  0.11
O -0.86090 2.52379 0.44954  -0.59
O 0.83351 1.14634 0.11020  -0.14
H -1.38927 -2.79863 -1.02169  0.31
H -2.46036 -1.38805 -1.28173  0.30
H -2.35606 -2.16758 0.44039  0.22
H 2.78547 -0.84684 1.38280  0.34
H 2.65559 0.91786 1.26649  0.32
H 4.21139 -0.01535 0.97202  0.32
H -2.84706 1.71430 0.42194  0.37
H -3.52987 0.21882 -0.49516  0.30
H -3.27975 0.29563 1.24570  0.28
H 3.15292 -0.81684 -1.15947  0.36
H 3.14832 0.97537 -1.14058  0.25